(1)
Below is a molecular structure, C30H32N2O3PPd, with properties calculated with ωB97M-V/def2-TZVPD.

Output
**LUMO**: 2.667 eV
**Energy above the lowest of the compared OMol25 structures with the same formula, charge and spin**: 48.8 kJ/mol

ORCA input file:
```
! wB97M-V def2-TZVPD RIJCOSX def2/J DEFGRID3
* xyz -1 1
Pd -0.0053 0.7012 0.8126
C 1.1861 2.9142 -1.7076
N 2.2703 2.0243 -1.3220
C 2.7931 1.1565 -2.3566
C 2.6665 1.8142 -0.0477
O 3.4764 0.9348 0.2456
C 2.2651 2.8590 0.9955
O 2.0423 2.3608 2.3002
C 2.9945 1.5014 2.8481
C 2.4966 0.0581 2.8542
O 1.4136 -0.2681 2.4117
N 3.3301 -0.8653 3.4311
C 4.5404 -0.5124 4.1382
C 2.8480 -2.2192 3.6164
H 0.8089 2.5860 -2.6755
H 0.3477 2.8280 -1.0138
H 1.5157 3.9539 -1.8022
H 1.9631 0.6915 -2.8886
H 3.4049 1.7219 -3.0678
H 3.3926 0.3766 -1.8983
H 3.0766 3.6007 1.0139
H 1.3380 3.3562 0.7299
H 3.9345 1.5222 2.2878
H 3.1768 1.8150 3.8803
H 5.0333 0.3407 3.6791
H 4.3569 -0.2856 5.1960
H 5.2332 -1.3536 4.0911
H 2.0007 -2.3845 2.9575
H 3.6436 -2.9283 3.3775
H 2.5279 -2.3900 4.6504
C -1.1510 -4.0159 -4.1844
C -0.3895 -2.8781 -4.4123
C -0.2896 -1.9027 -3.4295
C -0.9552 -2.0176 -2.2087
C -1.7217 -3.1675 -2.0023
C -1.8150 -4.1573 -2.9737
P -0.7026 -0.6139 -0.9619
C -1.2628 -1.5985 0.5002
C -0.4731 -2.6672 0.9361
C -0.8139 -3.3944 2.0667
C -1.9563 -3.0699 2.7885
C -2.7514 -2.0136 2.3648
C -2.4095 -1.2845 1.2329
C -2.1658 0.3982 -1.4745
C -3.0570 0.0006 -2.4458
C -4.0970 0.8512 -2.8773
C -4.2342 2.0953 -2.3354
C -3.3490 2.5415 -1.3233
C -3.5035 3.8255 -0.7440
C -2.6603 4.2151 0.2573
C -1.6384 3.3512 0.7146
C -1.4122 2.0870 0.1948
C -2.3042 1.6896 -0.8654
H -1.2250 -4.7863 -4.9429
H 0.1341 -2.7550 -5.3539
H 0.3185 -1.0227 -3.6071
H -2.2598 -3.2873 -1.0702
H -2.4165 -5.0400 -2.7866
H 0.4238 -2.9214 0.3814
H -0.1843 -4.2180 2.3868
H -2.2217 -3.6334 3.6755
H -3.6407 -1.7461 2.9238
H -3.0261 -0.4520 0.9168
H -2.9687 -0.9740 -2.9036
H -4.7833 0.5070 -3.6432
H -5.0316 2.7576 -2.6593
H -4.2977 4.4738 -1.1005
H -2.7733 5.1967 0.7086
H -1.0062 3.7171 1.5199
*
```

=====

(2)
Below is CH3NOS in the gas phase at a distorted geometry, with properties calculated with ωB97M-V/def2-TZVPD.

Output
**SMILES**: O=CNS
**LUMO**: 0.686 eV
**Energy above the lowest of the compared OMol25 structures with the same formula, charge and spin**: 82.2 kJ/mol

ORCA input file:
```
! wB97M-V def2-TZVPD RIJCOSX def2/J DEFGRID3
* xyz 0 1
O -1.0695 1.6666 0.6294
C -0.1698 0.9869 0.1895
N -0.3363 -0.3308 -0.1734
S 0.9118 -1.2811 -0.7581
H 0.7717 1.4171 -0.1692
H -1.3471 -0.5394 -0.1083
H 1.2391 -1.9194 0.3902
*
```

=====

(3)
Below is a molecular structure, C4H31CuHfNO19S2 at a distorted geometry, with properties calculated with ωB97M-V/def2-TZVPD.

Output
**LUMO**: -7.047 eV

ORCA input file:
```
! wB97M-V def2-TZVPD RIJCOSX def2/J DEFGRID3
* xyz 1 1
Hf 1.6353 -1.0213 -3.2375
Cu -0.8265 -4.5609 0.6306
S 4.2817 -1.6822 -1.9215
O 2.8690 -2.0336 -1.6640
O 4.8395 -0.9111 -0.8532
O 5.0451 -2.8630 -2.1655
O 3.9572 -0.9084 -3.1012
S -0.7423 -1.3444 -0.5115
O -0.1877 -2.4198 0.3240
O 0.1558 -1.0519 -1.6345
O -2.0641 -1.7692 -1.0104
O -0.8087 -0.0913 0.2361
C 2.4744 3.4412 2.2476
C 1.2643 2.5478 2.2877
C -0.0842 3.2980 2.1124
O -0.2114 4.1214 3.2904
C -1.4090 4.8496 3.2420
N 1.5404 1.5912 1.2449
H 2.4298 4.1982 3.0305
H 2.3485 3.9862 1.3121
H 3.4224 2.9047 2.2869
H 1.2792 1.9810 3.2186
H -0.8937 2.5755 2.0083
H -0.1980 3.8326 1.1693
H -1.2722 5.7428 2.6325
H -1.5905 5.1672 4.2688
H -2.2504 4.2422 2.9083
H 2.3217 1.0424 1.5744
H 0.8342 0.8815 1.1120
O -2.6513 -0.5561 -3.4592
H -1.8308 -0.8031 -3.8859
H -2.6335 -1.0164 -2.6201
O -4.5083 -1.1428 -0.3596
H -5.1205 -1.8183 -0.6514
H -3.6476 -1.4696 -0.6213
O 2.3475 0.6858 -1.7381
H 1.9665 1.5511 -1.5888
H 2.9276 0.5466 -0.9895
O 2.1441 -2.6772 1.4372
H 2.2384 -3.5295 1.0118
H 1.2437 -2.4131 1.2484
O -1.2725 2.1989 -0.9158
H -0.9826 1.3792 -0.5155
H -2.2005 2.0590 -1.1040
O -2.4014 -0.0215 2.2212
H -1.7070 0.0032 1.5629
H -3.2120 0.0556 1.7180
O -1.3708 -4.0361 -1.9418
H -2.0864 -4.6259 -2.1791
H -1.8014 -3.2054 -1.7399
O 0.0799 1.0530 -3.1018
H -0.6172 1.2732 -3.7197
H -0.2588 1.3281 -2.2499
O 1.1169 -3.3700 -2.8771
H 0.2220 -3.6414 -2.6728
H 1.6405 -4.1628 -2.7607
O -2.0241 -3.4343 2.2592
H -1.8288 -2.5388 1.9835
H -1.9314 -3.4177 3.2118
*
```

=====

(4)
Below is CH3I2P in the gas phase at a distorted geometry, with properties calculated with ωB97M-V/def2-TZVPD.

Output
**SMILES**: CP(I)I
**LUMO**: -0.422 eV
**Energy above the lowest of the compared OMol25 structures with the same formula, charge and spin**: 68.8 kJ/mol

ORCA input file:
```
! wB97M-V def2-TZVPD RIJCOSX def2/J DEFGRID3
* xyz 0 1
C 0.3097 -0.9177 -0.3027
P 0.1581 1.0868 -0.2692
I -2.2552 1.4714 -0.0420
I 1.0668 2.1288 1.6701
H 0.4408 -1.4166 0.6590
H 1.0396 -1.1749 -1.1372
H -0.7598 -1.1777 -0.5780
*
```

=====

(5)
Below is 2 unconnected molecules or ions with the total composition C3H9N3O at a distorted geometry, with properties calculated with ωB97M-V/def2-TZVPD.

Output
**SMILES**: [H]/N=C\NN.CC=O
**LUMO**: 0.623 eV
**Energy above the lowest of the compared OMol25 structures with the same formula, charge and spin**: 238.0 kJ/mol

ORCA input file:
```
! wB97M-V def2-TZVPD RIJCOSX def2/J DEFGRID3
* xyz 0 1
H 1.8234 0.6746 -0.2449
N 2.0953 -0.0798 0.4005
C 1.3861 -1.0912 0.0360
N 0.4878 -1.1061 -1.0010
N 0.5417 -0.0103 -1.8895
H 1.4533 -2.0559 0.5667
H 0.2386 -2.0308 -1.3585
H -0.3003 0.0343 -2.4676
H 1.3316 -0.1122 -2.5343
C -1.0308 1.4203 1.2507
C -1.6198 0.0460 1.1581
O -1.5473 -0.7942 2.0481
H -0.5333 1.6609 0.3083
H -1.8320 2.1409 1.4270
H -0.3002 1.4639 2.0612
H -2.1941 -0.1605 0.2392
*
```

=====

Number 1: HOMO -2.21 eV, gap between HOMO and LUMO 4.88 eV, DFT total energy -53520.920 eV. Number 2: HOMO -10.15 eV, gap between HOMO and LUMO 10.84 eV, DFT total energy -15457.957 eV. Number 3: HOMO -11.32 eV, gap between HOMO and LUMO 4.27 eV, DFT total energy -112653.808 eV. Number 4: HOMO -8.63 eV, gap between HOMO and LUMO 8.21 eV, DFT total energy -26576.094 eV. Number 5: HOMO -9.18 eV, gap between HOMO and LUMO 9.80 eV, DFT total energy -9773.073 eV.